No. 1
Density functional theory data (ωB97M-V/def2-TZVPD) for C4H7Br2O2 as an isolated structure.

Geometry as XYZ:
```
15
C4H7Br2O2 ωB97M-V/def2-TZVPD
Br -1.937 2.824 0.532
Br -1.774 0.286 2.430
C -2.100 0.141 -0.389
C -1.406 0.971 0.662
H -1.858 0.524 -1.395
H -3.194 0.171 -0.255
H -1.766 -0.909 -0.323
H -0.301 0.967 0.561
O 0.286 -1.225 -0.238
O 1.164 0.817 0.246
C 1.227 -0.399 -0.084
C 2.652 -0.944 -0.375
H 2.878 -0.788 -1.443
H 3.411 -0.415 0.226
H 2.719 -2.023 -0.155
```

The calculation puts the energy relative to the best compared isomer or geometry (same formula, charge and spin) at 7.8 kcal/mol. Its HOMO-LUMO gap is 7.82 eV. The charge is -1.

Löwdin atomic charge list, values in e, 6 entries: 0.549, 0.567, -0.274, -1.212, 0.077, 0.057

---

No. 2
Density functional theory data (ωB97M-V/def2-TZVPD) for a 2-piece molecular cluster, C4H7Br2OP overall.

Geometry as XYZ:
```
15
C4H7Br2OP ωB97M-V/def2-TZVPD
C -0.346 -1.169 0.914
C -0.910 -2.221 1.161
C -1.522 0.533 -1.159
C -0.912 0.963 0.152
O 0.139 0.053 0.626
P 2.490 -0.257 0.562
Br 2.546 1.961 0.442
Br 4.539 -0.841 -0.081
H 2.078 -0.035 -0.716
H -1.309 -3.159 1.311
H -1.788 -0.555 -0.963
H -2.419 1.240 -1.295
H -0.710 0.528 -1.921
H -1.717 1.190 0.808
H -0.159 1.770 0.158
```

The calculation puts the energy relative to the best compared isomer or geometry (same formula, charge and spin) at 108.8 kcal/mol. Its HOMO-LUMO gap is 9.65 eV.

Löwdin atomic charge list, values in e, 6 entries: -0.274, 0.146, -0.065, -0.238, -0.355, 0.134

---

No. 3
Density functional theory data (ωB97M-V/def2-TZVPD) for a 2-piece molecular cluster, C4H7BrClN overall.

Geometry as XYZ:
```
14
C4H7BrClN ωB97M-V/def2-TZVPD
C 0.117 -1.068 -0.137
C 0.282 1.960 0.281
C 1.004 -1.635 -0.933
C -0.011 1.780 1.523
N -1.065 -0.638 -0.663
Cl -1.567 1.177 2.044
Br 2.587 -2.305 -0.126
H 0.337 -0.734 0.862
H -1.026 -0.444 -1.580
H 1.297 2.273 0.068
H -0.373 1.644 -0.539
H 0.885 -1.805 -2.042
H 0.582 2.134 2.419
H -1.674 -0.103 -0.015
```

The calculation puts the energy relative to the best compared isomer or geometry (same formula, charge and spin) at 25.6 kcal/mol. Its HOMO-LUMO gap is 8.92 eV.

Löwdin atomic charge list, values in e, 6 entries: -0.382, -0.092, -0.614, -0.630, 0.034, 0.609

---

No. 4
Density functional theory data (ωB97M-V/def2-TZVPD) for a single C4H7BrN2 molecule.

Geometry as XYZ:
```
14
C4H7BrN2 ωB97M-V/def2-TZVPD
C -0.059 0.079 1.504
C -1.617 0.159 1.008
C -1.748 0.745 -0.332
C 1.375 -0.584 -1.389
N 0.916 0.109 0.771
N 0.986 0.373 -0.445
Br -1.835 -0.334 -1.749
H 0.257 -0.032 2.570
H -2.013 -0.892 1.281
H -1.958 0.799 1.785
H -1.487 1.701 -0.485
H 0.868 -1.576 -1.194
H 0.928 -0.528 -2.410
H 2.478 -0.608 -1.561
```

The calculation puts the energy relative to the best compared isomer or geometry (same formula, charge and spin) at 93.0 kcal/mol. Its HOMO-LUMO gap (alpha / beta) is 8.36 / 7.84 eV.

Löwdin atomic charge list, values in e, 6 entries: -0.124, -0.242, -0.645, -0.200, -0.049, -0.077

---

No. 5
Density functional theory data (ωB97M-V/def2-TZVPD) for an isolated ion of composition C4H7BrN2P and charge +1.

Geometry as XYZ:
```
15
C4H7BrN2P ωB97M-V/def2-TZVPD
C -1.927 -1.213 -0.090
C -2.232 -0.051 -0.784
C -0.076 0.461 -0.295
C 2.559 0.709 1.115
N -1.093 0.723 -1.027
N -0.759 -1.309 0.444
P 1.596 0.876 -0.472
Br -3.942 0.340 -1.486
H -2.618 -1.934 0.009
H 3.516 0.950 0.860
H 2.542 -0.391 1.429
H 2.213 1.601 1.754
H -1.271 1.414 -1.728
H -0.466 -1.699 1.301
H 1.958 -0.478 -1.030
```

Its spin multiplicity is 3. Its HOMO-LUMO gap (alpha / beta) is 7.21 / 6.63 eV. The expectation value of S² is 2.0237. The charge is +1.

Löwdin atomic charge list, values in e, 6 entries: -0.187, -0.618, -0.337, -0.319, -0.006, 0.187

---

No. 6
Density functional theory data (ωB97M-V/def2-TZVPD) for an isolated ion of composition C4H7BrN3O2 and charge +1.

Geometry as XYZ:
```
17
C4H7BrN3O2 ωB97M-V/def2-TZVPD
C -0.088 0.295 -0.157
C 0.477 -1.773 -0.789
C -0.881 -1.861 -0.091
C -0.044 1.932 0.113
N 0.882 -0.391 -0.683
N -1.129 -0.434 0.154
N 0.537 2.081 1.441
O 1.687 1.701 1.503
O -0.276 2.439 2.279
Br 0.997 2.893 -1.389
H 1.160 -2.452 -0.315
H 0.520 -2.157 -1.855
H -1.771 -2.229 -0.664
H -0.855 -2.326 0.904
H -1.044 2.430 0.017
H 1.707 -0.041 -1.279
H -1.880 -0.109 0.812
```

The calculation puts the energy relative to the best compared isomer or geometry (same formula, charge and spin) at 68.2 kcal/mol. Its HOMO-LUMO gap is 9.90 eV. The charge is +1.

Löwdin atomic charge list, values in e, 6 entries: -0.259, -0.110, -0.072, -0.404, 0.111, 0.105

---

No. 7
Density functional theory data (ωB97M-V/def2-TZVPD) for a single C4H7Cl molecule.

Geometry as XYZ:
```
12
C4H7Cl ωB97M-V/def2-TZVPD
C 0.750 1.197 -0.172
C 0.718 -0.148 0.480
C -0.397 -0.894 -0.197
C -1.723 -0.739 0.040
H 0.902 1.218 -1.285
H -0.163 1.856 -0.006
H 1.656 1.800 0.133
H 0.554 -0.112 1.581
H -0.204 -1.723 -0.939
H -2.169 -0.398 0.985
H -2.396 -1.234 -0.612
Cl 2.473 -0.822 -0.008
```

The calculation puts the energy relative to the best compared isomer or geometry (same formula, charge and spin) at 20.4 kcal/mol. Its HOMO-LUMO gap is 10.84 eV.

Löwdin atomic charge list, values in e, 6 entries: -0.219, -0.620, -0.227, 0.001, 0.088, 0.100

---

No. 8
Density functional theory data (ωB97M-V/def2-TZVPD) for a single C4H7Cl molecule.

Geometry as XYZ:
```
12
C4H7Cl ωB97M-V/def2-TZVPD
C 1.551 0.549 -0.356
C 0.379 0.366 0.438
C -0.669 -0.717 0.113
C -1.979 -0.458 -0.178
H 1.956 1.464 -0.131
H 1.213 0.625 -1.389
H 0.500 0.243 1.477
H -0.224 1.359 0.488
H -0.389 -1.760 0.078
H -2.561 -1.396 -0.397
H -2.591 0.375 -0.161
Cl 2.814 -0.650 0.019
```

The calculation puts the energy relative to the best compared isomer or geometry (same formula, charge and spin) at 19.8 kcal/mol. Its HOMO-LUMO gap is 10.90 eV.

Löwdin atomic charge list, values in e, 6 entries: -0.624, -0.336, -0.155, 0.003, 0.040, 0.100